Computed, not measured: a molecular structure, C35H45ClN5O6V at a distorted geometry, with the ωB97M-V functional and the def2-TZVPD basis.

The geometry in XYZ format:
```
93
Properties=species:S:1:pos:R:3:forces:R:3
O -1.260224 1.811943 0.284786 1.66 -0.33 -1.52
C -0.611619 2.649705 -0.477340 -1.56 -0.45 0.02
C -1.556177 3.395535 -1.449774 0.89 -0.09 -0.38
C -2.657465 2.750544 -2.002322 -0.61 0.00 0.16
H -2.745602 1.663732 -1.952031 0.03 0.36 0.31
C -3.699991 3.495720 -2.564355 0.24 0.36 -0.16
H -4.629206 2.989181 -2.830301 0.31 0.11 -0.15
C -3.561483 4.877983 -2.763572 0.61 -0.24 0.28
H -4.355808 5.467736 -3.236347 0.36 -0.26 0.24
C -2.357451 5.489526 -2.361520 -0.33 0.15 -0.09
H -2.208183 6.557443 -2.553535 -0.06 -0.38 0.11
C -1.375291 4.765977 -1.678084 -0.38 -0.25 -0.14
H -0.472000 5.260390 -1.314652 -0.24 -0.05 -0.03
H -0.064430 3.435836 0.055511 0.94 -0.07 -0.02
C 2.191788 2.114730 -0.618591 0.42 -0.26 -0.85
C 0.875641 1.678596 -1.287146 0.15 4.52 -2.50
H 2.744199 2.747412 -1.313188 0.07 0.17 0.08
H 2.841275 1.260383 -0.386402 0.01 0.47 0.15
H 1.978267 2.703900 0.278277 0.13 -0.27 -0.07
C 0.768096 1.942943 -2.670306 0.09 -0.74 1.30
C 1.881423 2.094305 -3.667956 -0.02 0.26 0.49
H -0.246818 2.071329 -3.072760 0.44 -0.40 0.04
H 1.870724 3.110988 -4.066766 -0.03 0.10 -0.08
H 1.725305 1.420674 -4.513593 -0.20 0.01 0.14
H 2.874249 1.900581 -3.251933 -0.23 -0.01 0.00
V 0.422884 -0.110483 -0.676921 -2.63 -2.43 2.29
Cl 0.156292 -0.686941 -2.881407 0.24 -0.36 -0.78
C 1.393424 -2.929442 -1.065012 -0.48 -0.88 0.59
O 1.502855 -1.983992 -0.252053 0.02 -0.08 -0.67
N 1.334131 -4.242271 -0.750563 0.56 1.27 0.02
C 1.664217 -4.736950 0.582368 -0.13 -0.23 0.00
C 1.242802 -5.198386 -1.842511 0.22 -0.12 -0.53
H 1.285187 -2.718651 -2.130683 -0.12 -0.08 -0.01
H 1.389689 -3.989300 1.327246 0.02 -0.10 -0.16
H 2.736046 -4.985233 0.650742 -0.25 0.14 -0.04
H 1.093415 -5.663060 0.755243 0.13 0.42 0.02
H 0.561700 -4.802141 -2.607826 0.15 -0.22 0.21
H 0.853611 -6.162092 -1.485846 0.05 0.47 -0.04
H 2.229681 -5.367343 -2.309878 -0.31 -0.04 0.19
H -4.915029 2.006006 2.015205 0.14 0.09 -0.05
H -4.864827 -0.224936 2.699379 0.20 0.07 -0.06
C -4.011207 1.944234 1.393076 0.17 0.02 0.26
C -4.047676 -0.441991 1.994389 0.00 -0.36 -0.48
N -3.266264 0.747953 1.735980 -0.68 0.01 0.49
H -3.372360 2.818182 1.574336 -0.26 -0.15 -0.17
C -1.977021 0.810706 2.112700 1.10 -1.35 0.78
O -1.210160 -0.172369 2.201051 -1.39 1.58 0.49
H -3.401175 -1.217939 2.418089 -0.13 0.16 -0.21
H -1.685350 1.832642 2.434665 0.05 -0.38 -0.14
H -4.323401 1.937500 0.339035 0.23 -0.02 0.20
H -4.511541 -0.810136 1.070195 0.15 -0.03 0.18
H 3.905418 -0.327019 3.496191 -0.07 0.10 -0.19
H 2.407952 1.180344 5.093188 -0.07 0.20 -0.25
C 3.724536 0.446416 2.737772 0.03 0.03 0.06
C 2.295586 1.843945 4.221632 -0.19 -0.11 -0.04
N 2.435795 1.085024 2.983791 -0.19 -0.13 -0.41
H 3.726942 -0.002402 1.740423 -0.03 0.11 0.28
C 1.402176 0.925844 2.145487 -0.12 -0.40 -0.77
O 1.484667 0.319418 1.049422 -0.01 0.06 1.72
H 1.297769 2.302181 4.232996 0.34 -0.11 0.12
H 0.450099 1.371065 2.458903 0.26 -0.07 -0.09
H 4.524842 1.192664 2.822863 -0.17 -0.13 -0.11
H 3.064020 2.629891 4.278363 -0.25 -0.22 -0.08
O -2.820664 -0.287777 -1.959084 0.33 -0.49 0.42
C -2.538395 -1.283727 -1.310917 -0.39 -0.85 -0.13
N -3.328568 -2.437255 -1.337644 -0.38 1.19 -0.88
C -2.967303 -3.401823 -0.366371 -0.36 -0.20 0.05
C -1.643698 -2.732578 0.147375 0.80 0.17 0.67
O -0.915781 -3.252059 0.998704 -0.75 0.46 -0.88
N -1.450154 -1.530046 -0.484919 0.33 0.35 0.13
C -4.040714 -3.570742 0.730768 0.03 -0.38 0.12
C -3.683016 -4.200961 1.926926 -0.48 0.10 0.13
C -4.656317 -4.495927 2.891663 0.48 0.04 -0.23
C -5.985038 -4.145548 2.675562 -0.30 0.16 -0.13
C -6.353303 -3.511544 1.483373 0.59 -0.05 -0.24
C -5.385420 -3.253356 0.496139 -0.06 -0.14 0.47
C -2.765871 -4.795193 -0.990498 -0.06 -0.10 0.26
C -3.504626 -5.191693 -2.111986 0.32 -0.39 -0.11
C -3.325707 -6.477647 -2.651736 0.00 0.43 0.35
C -2.440756 -7.378335 -2.050328 0.00 0.02 -0.14
C -1.759487 -7.004201 -0.892541 -0.19 0.42 0.18
C -1.946909 -5.723783 -0.350093 0.15 -0.46 -0.27
H -4.199597 -2.397701 -1.850814 0.28 -0.02 0.30
H -2.634170 -4.441797 2.085572 -0.28 0.04 0.11
H -4.351875 -5.011169 3.807412 -0.18 0.23 -0.28
H -6.746457 -4.367664 3.429622 0.30 0.09 -0.26
H -7.384642 -3.212512 1.300760 0.20 -0.16 0.09
H -5.699286 -2.800851 -0.447643 0.12 -0.06 0.37
H -4.228968 -4.512521 -2.570795 0.38 -0.22 0.08
H -3.889756 -6.759993 -3.540673 0.15 0.00 0.23
H -2.291324 -8.372884 -2.483912 -0.08 0.39 0.18
H -1.082722 -7.696595 -0.386203 -0.25 0.11 -0.19
H -1.461154 -5.432905 0.580563 0.05 -0.09 -0.36
```
Positions in Å, forces in eV/Å.

The orbital gap (spin up / spin down) comes out at 7.3 / 7.8 eV. As for the charge: 0. Its spin multiplicity is 3. As for the HOMO energy (spin up / spin down): -7.634 / -7.761 eV.


Computed, not measured: a molecular structure, C35H45FN6O4PRuSeSi at a distorted geometry, with the ωB97M-V functional and the def2-TZVPD basis.

The geometry in XYZ format:
```
95
Properties=species:S:1:pos:R:3:forces:R:3
Ru 0.510046 0.197154 0.245680 -0.84 -2.03 0.56
C 4.563023 -1.046976 6.794496 -0.07 0.04 -0.01
C 3.258492 -1.777582 6.510949 0.23 0.16 0.04
N 2.503952 -1.181555 5.395727 0.09 -0.01 -0.04
C 2.819189 -1.548989 4.138317 -0.09 -0.07 0.13
C 2.124135 -1.153121 3.037017 0.21 0.14 -0.29
C 2.625671 -1.516569 1.672156 -0.19 0.07 0.45
O 3.297823 -2.518843 1.536400 0.17 0.13 -0.12
O 2.349905 -0.667295 0.720923 -0.30 0.70 -0.72
C 0.936359 -0.407906 3.192462 0.07 -0.07 0.31
O 0.088895 -0.259304 2.289066 -0.46 0.30 -0.34
C 0.736546 0.182963 4.507841 -0.01 -0.03 0.08
C -0.203575 1.201914 4.676194 -0.05 0.05 -0.08
C -0.334746 1.812273 5.888217 -0.11 -0.02 0.02
F -1.262735 2.783127 6.032520 0.01 -0.02 0.02
C 0.455296 1.455529 6.992450 0.05 0.04 -0.03
C 1.379473 0.441582 6.823823 0.04 -0.05 0.13
C 1.538596 -0.205992 5.592311 -0.07 -0.03 -0.05
N 0.385175 2.114248 8.246618 -0.04 0.01 0.04
C -0.061982 1.338273 9.391920 -0.06 0.12 -0.11
C 0.513903 1.925213 10.668392 -0.02 -0.24 -0.08
N 0.082976 3.363184 10.771221 0.14 -0.04 -0.06
C 0.531207 4.138293 9.560586 0.00 0.07 -0.25
C -0.064682 3.495215 8.319683 0.09 -0.12 0.05
H 5.087353 -1.536104 7.614978 0.01 0.01 -0.01
H 4.388015 -0.004772 7.066283 0.01 -0.01 -0.01
H 5.211609 -1.062333 5.918371 0.01 0.00 0.02
H 2.615999 -1.790116 7.388265 -0.07 -0.07 -0.03
H 3.458458 -2.814070 6.247792 -0.06 -0.02 -0.03
H 3.667641 -2.212396 4.017990 -0.04 -0.05 0.03
H -0.802215 1.517040 3.829188 0.02 -0.01 0.02
H 2.023932 0.203838 7.659424 0.02 0.01 -0.04
H 0.266935 0.306139 9.299961 0.02 -0.01 0.02
H -1.162580 1.326499 9.462706 0.00 -0.05 -0.01
H 1.601387 1.914730 10.640213 0.02 0.08 0.04
H 0.165963 1.385060 11.546269 -0.05 0.10 0.06
H 0.448531 3.787309 11.624565 -0.01 0.01 0.02
H -0.938073 3.397494 10.826244 -0.01 0.05 0.07
H 1.617764 4.091806 9.527699 0.01 -0.01 0.11
H 0.212816 5.173393 9.664515 -0.06 -0.02 0.11
H 0.287981 4.046958 7.451832 -0.02 0.03 0.00
H -1.160020 3.583299 8.350125 0.00 0.01 -0.03
C -2.099720 5.593511 0.482115 0.02 0.04 0.01
Si -1.424188 4.564890 1.878578 -0.07 -0.12 0.01
C -2.820576 4.021356 3.027956 -0.04 0.11 0.02
C -0.137397 5.514947 2.841729 0.04 0.01 0.01
C -0.666405 3.023862 1.206720 0.10 0.02 -0.15
C -0.169730 1.990060 0.780750 0.21 0.46 0.37
H -2.503835 6.533176 0.868063 -0.01 -0.02 -0.03
H -2.901678 5.075209 -0.047678 0.02 0.00 0.01
H -1.316136 5.837298 -0.237844 -0.02 -0.01 0.01
H -2.720967 4.479862 4.014425 -0.02 0.00 -0.02
H -2.834224 2.939625 3.170832 0.02 -0.01 0.01
H -3.790686 4.321440 2.623459 0.02 -0.04 0.02
H -0.621880 6.279190 3.455252 0.01 0.00 -0.03
H 0.557761 6.019471 2.168166 0.02 -0.03 0.02
H 0.443161 4.864493 3.500409 -0.03 0.00 -0.02
Se -0.855629 1.483687 -2.492192 0.19 0.08 0.38
N 0.653610 0.922070 -1.652426 -0.08 -0.41 -1.15
C 1.511768 0.560493 -2.606612 0.11 0.27 0.10
C 2.824620 0.068992 -2.374339 0.16 -0.09 0.02
C 3.579784 -0.271943 -3.449117 0.03 -0.01 0.10
C 3.094504 -0.147407 -4.789955 0.02 -0.01 -0.15
C 1.854160 0.324382 -5.051162 0.07 -0.03 -0.13
C 1.025302 0.702536 -3.954966 -0.02 -0.04 0.17
N -0.207565 1.160531 -4.070961 0.02 0.26 -0.30
H 3.194378 -0.033156 -1.363341 -0.04 -0.01 0.02
H 4.578946 -0.654378 -3.283022 0.01 0.03 -0.06
H 3.733438 -0.427050 -5.617134 0.06 -0.03 0.07
H 1.485620 0.424738 -6.062740 -0.06 0.04 0.04
O -1.708087 -0.304158 -0.458968 0.51 0.15 0.22
N -2.902092 -0.204085 0.102311 0.07 0.25 0.41
C -3.918309 -0.896000 -0.443621 -0.07 -0.09 -0.15
C -5.192821 -0.796298 0.067184 0.00 -0.01 -0.02
C -5.433068 0.019060 1.160815 0.01 0.02 0.03
C -4.367652 0.706445 1.719018 -0.04 -0.07 -0.04
C -3.105718 0.582115 1.176712 0.10 -0.08 0.04
H -3.664000 -1.512759 -1.291910 0.07 0.05 0.01
H -5.986290 -1.359494 -0.402189 0.01 -0.01 -0.01
H -6.429966 0.113640 1.568260 0.02 0.00 0.01
H -4.504943 1.345765 2.578357 0.03 0.04 0.00
H -2.221647 1.084971 1.541384 0.00 0.03 -0.01
C 1.873792 -2.997380 -1.233711 -0.03 0.06 0.02
P 0.375544 -2.069835 -0.790113 0.17 -0.16 0.29
C -0.369930 -3.144797 0.478032 -0.07 0.04 -0.06
C -0.590487 -2.334141 -2.309577 -0.05 0.29 0.03
H 1.571094 -4.026640 -1.439010 0.02 0.00 -0.05
H 2.600349 -2.990607 -0.425415 0.01 0.02 -0.03
H 2.322433 -2.568809 -2.127767 0.00 -0.02 -0.01
H -0.832158 -4.019624 0.018630 0.03 -0.03 0.04
H -1.110311 -2.596473 1.057986 -0.04 -0.01 -0.02
H 0.425775 -3.477362 1.146715 -0.02 0.01 0.02
H -0.679142 -3.408066 -2.474380 0.00 0.00 -0.03
H -0.048876 -1.894539 -3.149806 -0.01 -0.03 -0.01
H -1.572345 -1.875787 -2.252404 0.01 -0.04 0.00
```
Positions in Å, forces in eV/Å.

The orbital gap (spin up / spin down) comes out at 7.5 / 7.3 eV. As for the charge: +2. Its spin multiplicity is 2. As for the HOMO energy (spin up / spin down): -12.213 / -12.259 eV.


Energy relative to the best compared isomer or geometry (same formula, charge and spin) across the listed records, respectively: 389.4 0.0 kJ/mol.